# 1
A molecular structure, C17H31F5P2Tc in a non-equilibrium geometry. Source: the Open Molecules 2025 dataset; level of theory: ωB97M-V/def2-TZVPD.

```
56
Properties=species:S:1:pos:R:3:forces:R:3:lowdin_charge:R:1
P 2.261 2.878 1.843 -0.67 -0.55 -0.01 0.777
P 1.555 -2.802 -1.202 -0.03 -0.72 -1.19 1.184
C 0.307 1.447 -0.530 1.10 0.11 -2.25 -0.211
C -0.182 0.908 -1.754 2.95 2.47 -0.77 -0.211
H 1.189 0.963 -0.088 -0.46 0.05 0.30 0.017
H 0.295 2.543 -0.353 -0.61 -0.78 0.29 0.070
H -0.593 1.597 -2.504 -0.19 -0.50 0.23 0.109
H 0.404 0.089 -2.180 -0.49 -0.09 0.05 0.055
C 1.992 -2.593 -2.947 -0.58 0.55 0.26 -0.172
H 2.698 -3.377 -3.257 -0.11 0.14 0.14 0.096
H 2.399 -1.585 -3.107 0.03 -0.35 -0.01 0.074
H 1.039 -2.684 -3.495 0.42 -0.09 -0.01 0.075
C 0.886 -4.450 -0.895 -0.43 0.59 0.39 -0.164
H -0.169 -4.368 -1.228 0.46 -0.37 0.11 0.072
H 0.915 -4.655 0.186 -0.01 -0.12 -0.41 0.074
H 1.434 -5.194 -1.493 -0.11 0.21 0.18 0.096
C 2.179 4.698 1.972 0.18 0.24 -0.12 -0.299
H 2.838 5.088 2.766 -0.37 -0.05 -0.27 0.049
H 1.149 5.057 2.111 0.33 -0.16 0.03 0.043
H 2.524 5.066 0.990 -0.05 0.09 0.49 0.037
C 1.256 2.172 3.231 -0.23 0.16 -0.32 -0.297
H 1.445 1.091 3.201 0.00 0.18 0.18 0.013
H 0.177 2.312 3.060 0.28 0.10 0.16 0.023
H 1.540 2.570 4.212 -0.13 -0.10 -0.16 0.053
Tc -1.494 0.287 -0.236 4.90 0.03 4.85 1.408
C -2.312 -1.503 -0.589 -1.13 -0.58 -0.44 -0.300
C -2.079 -0.767 -1.815 -1.08 -1.13 -1.10 -0.353
C -3.207 -0.039 -2.506 -0.28 0.29 -0.76 -0.156
C -3.728 1.213 -1.739 -0.56 0.22 -0.47 -0.149
C -2.880 1.614 -0.556 -2.19 0.69 -0.25 -0.315
C -3.059 1.000 0.744 -1.85 0.32 -0.17 -0.274
C -3.988 -0.183 0.945 -0.31 -0.45 0.42 -0.163
C -3.676 -1.465 0.082 -0.74 -0.44 0.59 -0.167
C 3.885 2.465 2.529 0.37 0.13 -0.33 -0.311
H -1.706 -2.403 -0.435 -0.01 0.26 0.11 0.092
H -1.284 -1.172 -2.445 -0.32 0.07 -0.09 0.092
H -4.022 -0.760 -2.667 0.13 0.32 -0.13 0.126
H -2.876 0.326 -3.491 -0.05 -0.43 0.24 0.122
H -3.774 2.068 -2.425 -0.02 -0.28 0.06 0.124
H -4.761 1.055 -1.408 0.15 -0.03 0.01 0.124
H -2.575 2.656 -0.512 0.26 0.01 -0.05 0.131
H -2.915 1.683 1.594 0.39 -0.45 -0.14 0.139
H -5.027 0.150 0.787 0.21 -0.22 0.06 0.129
H -3.899 -0.487 1.998 -0.16 0.20 -0.27 0.117
H -3.739 -2.330 0.762 0.00 0.32 -0.22 0.120
H -4.480 -1.632 -0.644 0.17 0.13 -0.05 0.117
H 3.865 1.392 2.783 0.25 0.46 -0.05 0.033
H 4.063 3.085 3.420 0.25 -0.35 -0.23 0.053
H 4.633 2.655 1.736 -0.08 -0.12 0.66 0.046
F 3.582 -1.195 -0.647 -1.01 -1.58 0.39 0.090
C 3.032 -2.392 -0.198 2.31 0.84 0.44 -0.503
F 3.955 -3.392 -0.415 -1.12 0.97 0.27 0.119
C 2.790 -2.224 1.329 0.48 0.45 2.90 -0.497
F 1.876 -1.224 1.598 0.86 -1.31 -1.00 0.108
F 2.326 -3.369 1.912 0.35 1.20 -1.24 0.152
F 3.938 -1.879 1.967 -1.44 -0.53 -1.30 0.183
```
Positions in Å, forces in eV/Å.

Expectation value of S²: 3.77
Relative energy (zero: lowest compared OMol25 entry of this formula, charge and spin) in kJ/mol: 123.5
Kohn-Sham gap (spin up / spin down) in eV: 5.67 / 2.14
Charge: +2
Calculated total energy in eV: -52472.33414
Spin multiplicity: 4
Highest occupied orbital energy (spin up / spin down) in Eh: -0.47852 / -0.47276

# 2
A single C17H31IO7S molecule in a non-equilibrium geometry. Source: the Open Molecules 2025 dataset; level of theory: ωB97M-V/def2-TZVPD.

```
57
Properties=species:S:1:pos:R:3:forces:R:3:lowdin_charge:R:1
C 4.377 3.342 2.201 0.09 0.24 0.06 0.020
C 3.895 3.407 0.782 0.70 -0.76 -1.04 -0.521
O 4.336 2.688 -0.105 -0.82 0.98 1.07 0.084
O 2.923 4.326 0.598 0.15 -0.52 0.12 -0.005
C 2.143 4.157 -0.599 -0.20 0.19 -0.04 -0.169
C 1.212 2.974 -0.463 0.08 -0.42 -0.12 -0.178
C 0.297 2.815 -1.674 -0.24 0.18 0.18 -0.169
C -0.895 1.876 -1.400 0.75 0.12 0.14 -0.131
C -0.644 0.434 -1.853 -0.99 0.86 -0.10 -0.380
O 0.712 0.127 -1.526 0.04 -0.38 0.00 -0.309
S 1.541 -0.965 -2.423 0.05 -0.54 0.33 0.999
O 0.820 -1.174 -3.655 -0.12 0.20 -0.26 -0.380
O 1.250 -2.309 -1.521 0.30 1.01 0.13 -0.303
C 0.153 -2.262 -0.584 -0.40 -1.17 -0.03 -0.334
C 0.126 -3.638 0.091 0.27 0.31 -0.15 -0.117
C 1.257 -3.908 1.082 0.31 -0.29 0.07 -0.419
C 2.634 -4.064 0.436 -0.05 0.55 -0.22 -0.075
C 1.324 -2.885 2.212 0.05 -0.28 0.12 -0.075
C -1.157 -2.017 -1.336 -0.50 0.16 0.46 -0.164
C -1.657 -0.573 -1.243 0.90 -0.34 -0.15 -0.741
I -3.409 -0.489 -2.536 -0.26 0.08 0.01 1.042
O -1.894 -0.357 0.110 -0.21 0.02 -0.05 -0.128
C -2.922 0.515 0.558 -0.08 0.20 0.65 -0.192
C -4.194 -0.225 0.990 -0.27 0.19 -0.43 -0.434
C -5.437 0.546 0.602 -0.26 -0.04 0.19 -0.059
O -4.232 -0.393 2.401 -0.08 0.00 -0.03 -0.029
H 4.129 4.232 2.770 -0.09 0.09 -0.03 0.082
H 5.450 3.188 2.212 0.10 -0.05 -0.07 0.087
H 3.920 2.485 2.691 -0.11 -0.10 -0.03 0.091
H 1.551 5.064 -0.681 0.07 0.17 0.03 0.128
H 2.789 4.088 -1.469 0.15 -0.13 -0.04 0.130
H 1.781 2.057 -0.319 0.11 -0.01 0.02 0.109
H 0.609 3.110 0.435 -0.09 0.12 0.07 0.125
H 0.863 2.471 -2.537 0.09 0.01 -0.13 0.123
H -0.092 3.805 -1.918 -0.09 0.03 -0.14 0.116
H -1.066 1.898 -0.327 -0.13 -0.02 0.07 0.100
H -1.775 2.266 -1.904 -0.22 -0.16 -0.03 0.110
H -0.810 0.425 -2.928 0.50 -0.33 -0.18 0.099
H 0.323 -1.526 0.194 0.09 0.36 -0.16 0.132
H 0.130 -4.383 -0.706 -0.05 -0.18 0.01 0.133
H -0.817 -3.728 0.628 -0.15 0.06 0.02 0.122
H 1.023 -4.865 1.556 -0.13 -0.09 -0.05 0.130
H 3.339 -4.566 1.093 0.00 -0.15 0.10 0.077
H 2.588 -4.576 -0.522 -0.02 -0.25 0.01 0.078
H 3.044 -3.077 0.220 0.09 0.03 -0.02 0.074
H 1.644 -1.902 1.871 -0.09 0.13 -0.08 0.076
H 0.370 -2.814 2.732 -0.11 0.18 0.00 0.079
H 2.062 -3.211 2.943 0.07 0.00 0.08 0.079
H -1.928 -2.613 -0.851 -0.13 -0.03 -0.01 0.112
H -1.112 -2.356 -2.364 0.31 0.04 -0.14 0.108
H -3.136 1.332 -0.125 -0.02 -0.19 -0.36 0.097
H -2.534 0.983 1.465 0.12 0.10 0.00 0.141
H -4.234 -1.195 0.489 0.18 -0.11 0.00 0.127
H -5.465 1.518 1.092 0.08 0.11 0.00 0.090
H -6.325 0.000 0.916 -0.03 -0.05 0.09 0.085
H -5.498 0.678 -0.474 0.09 0.05 -0.10 0.040
H -3.381 -0.735 2.676 0.17 -0.20 0.17 0.087
```
Positions in Å, forces in eV/Å.

Relative energy (zero: lowest compared OMol25 entry of this formula, charge and spin) in kJ/mol: 0.0
Kohn-Sham gap in eV: 9.99
Calculated total energy in eV: -51399.77739
Highest occupied orbital energy in Eh: -0.35768

# 3
A molecular structure, C17H31MoN2O2P2 in a non-equilibrium geometry. Source: the Open Molecules 2025 dataset; level of theory: ωB97M-V/def2-TZVPD.

```
55
Properties=species:S:1:pos:R:3:forces:R:3:lowdin_charge:R:1
Mo -0.271 -0.596 0.353 -1.41 -0.38 -0.16 1.069
P 2.033 -0.682 0.428 3.18 -0.03 0.68 0.782
C 2.514 -1.903 -0.894 -2.30 -0.62 0.72 -0.208
C 1.184 -2.319 -1.644 -0.27 -1.86 0.22 -0.241
N -0.073 -1.804 -1.378 1.17 2.37 1.14 -0.107
C -1.221 -2.014 -2.105 1.32 -0.96 0.06 -0.302
C -1.177 -3.085 -2.977 -0.48 0.35 -0.05 0.028
C 0.015 -3.773 -3.149 0.97 -0.56 -0.39 0.036
C 1.205 -3.405 -2.515 0.15 0.93 0.10 0.026
C -2.392 -1.099 -1.851 -0.35 0.29 0.40 -0.229
P -1.798 0.585 -1.196 -1.43 -1.16 -0.03 0.840
H 2.174 -3.872 -2.692 -0.45 -0.18 -0.25 0.146
H -2.068 -3.372 -3.516 0.01 -0.03 -0.19 0.142
H 0.091 -4.603 -3.852 -0.35 0.13 0.17 0.147
H -2.961 -0.871 -2.766 0.32 -0.32 0.06 0.111
H -3.151 -1.565 -1.189 0.49 0.26 -0.02 0.116
H 3.260 -1.661 -1.623 0.35 0.74 -0.47 0.099
H 2.976 -2.722 -0.281 -0.74 0.19 -0.87 0.112
H 2.704 0.488 -4.376 1.54 -0.38 -0.74 0.034
O 3.625 0.211 -4.653 -0.92 1.19 1.96 -0.091
H 4.189 0.758 -4.037 -0.62 -0.77 -1.16 0.061
H 0.851 2.585 -2.220 2.26 1.28 0.82 0.035
O 1.673 3.095 -1.870 -2.96 -0.44 -1.18 -0.106
H 1.404 4.020 -2.112 0.71 -0.94 0.38 0.078
C -1.621 1.472 -2.739 -0.43 0.03 -0.68 -0.226
H -2.492 1.150 -3.321 -0.03 0.14 0.06 0.076
H -1.724 2.542 -2.635 0.24 0.35 0.24 0.073
H -0.779 1.213 -3.359 0.55 -0.09 0.04 0.060
C -3.267 1.370 -0.438 0.09 0.36 0.28 -0.220
H -2.995 2.415 -0.239 -0.05 -0.15 0.02 0.068
H -4.121 1.401 -1.128 0.29 -0.19 -0.01 0.082
H -3.605 0.928 0.512 0.27 -0.06 -0.38 0.059
C 2.498 -1.718 1.919 -0.31 -0.23 0.09 -0.208
H 3.567 -1.943 1.789 -0.28 0.02 -0.07 0.076
H 2.387 -1.306 2.927 -0.12 0.53 -0.41 0.064
H 1.938 -2.660 1.942 0.15 0.03 -0.26 0.048
C 3.362 0.606 0.413 -0.54 -0.03 -0.28 -0.198
H 3.450 1.178 1.368 -0.17 -0.53 -0.77 0.082
H 4.281 0.005 0.217 -0.46 0.68 0.12 0.078
H 3.124 1.292 -0.433 0.47 -0.30 0.58 0.044
C -1.377 -3.704 1.526 0.19 -0.72 -0.34 0.015
C -1.485 -2.565 2.470 0.05 0.20 -0.08 -0.213
C -1.907 -2.406 3.825 0.00 1.61 0.73 0.102
C -1.751 -1.028 4.146 -0.47 -1.12 0.52 0.082
C -1.250 -0.382 3.005 -0.02 -1.02 -0.21 -0.277
C -0.816 0.960 2.597 0.13 1.10 0.26 0.004
N -1.113 -1.319 2.041 0.69 -0.17 -2.03 -0.128
H -2.346 -4.041 1.121 0.04 0.23 0.39 0.121
H -0.922 -4.609 1.957 -0.24 0.33 0.26 0.120
H -0.759 -3.477 0.637 -0.21 0.26 0.43 0.063
H -2.289 -3.179 4.488 0.14 0.15 -0.20 0.147
H -1.960 -0.489 5.063 -0.09 -0.48 0.07 0.145
H -1.660 1.673 2.551 0.28 -0.28 -0.16 0.126
H -0.110 1.405 3.320 -0.10 -0.19 -0.30 0.133
H -0.270 0.971 1.591 -0.27 0.48 0.90 0.019
```
Positions in Å, forces in eV/Å.

Expectation value of S²: 2.02
Relative energy (zero: lowest compared OMol25 entry of this formula, charge and spin) in kJ/mol: 27.1
Kohn-Sham gap (spin up / spin down) in eV: 6.89 / 6.02
Charge: +3
Calculated total energy in eV: -45611.56412
Spin multiplicity: 3
Highest occupied orbital energy (spin up / spin down) in Eh: -0.66072 / -0.66072

# 4
4 unconnected molecules or ions with the total composition C17H31N4O2 in a non-equilibrium geometry. Source: the Open Molecules 2025 dataset; level of theory: ωB97M-V/def2-TZVPD.

```
54
Properties=species:S:1:pos:R:3:forces:R:3:lowdin_charge:R:1
C -2.455 4.372 1.263 -0.39 -0.34 -0.05 -0.018
C -3.014 4.281 -0.124 0.39 1.61 -1.32 -0.521
O -2.987 5.215 -0.913 -0.38 -1.53 1.13 0.070
O -3.636 3.092 -0.426 0.25 0.38 0.13 -0.056
C -2.835 2.102 -1.086 0.10 -0.56 0.04 -0.195
C -1.726 1.474 -0.248 -0.07 -0.65 -0.57 -0.204
C -0.312 1.877 -0.646 0.84 0.80 0.31 -0.472
N -0.109 3.293 -0.677 -0.04 0.42 0.12 -0.135
H -2.971 3.671 1.910 -0.08 -0.06 0.21 0.072
H -2.538 5.380 1.637 -0.02 0.34 0.06 0.071
H -1.409 4.091 1.197 0.35 -0.08 -0.23 0.055
H -3.532 1.309 -1.330 -0.43 0.01 -0.03 0.104
H -2.450 2.479 -2.028 0.23 0.39 -0.05 0.115
H -1.802 0.396 -0.413 -0.07 -0.26 0.15 0.089
H -1.905 1.608 0.812 -0.03 0.30 0.25 0.095
H -0.045 1.392 -1.599 -0.23 -0.37 -0.15 0.065
H 0.367 1.433 0.113 -0.13 -0.48 -0.09 0.055
H 0.276 3.578 -1.573 -0.17 0.04 -0.13 -0.086
C 3.654 -1.845 2.968 0.01 -0.07 -0.04 -0.117
C 3.413 -1.813 1.462 0.12 -0.05 0.14 -0.262
C 2.573 -0.614 1.014 -0.11 -0.27 0.10 -0.196
C 1.252 -0.637 1.642 0.28 0.33 -0.14 -0.232
N 0.225 -0.624 2.149 -0.31 -0.27 0.28 0.170
H 2.717 -1.939 3.518 -0.02 0.06 -0.01 0.066
H 4.282 -2.695 3.239 0.02 0.02 0.01 0.065
H 4.155 -0.935 3.303 -0.01 0.01 0.01 0.075
H 2.919 -2.738 1.155 -0.01 0.02 -0.06 0.107
H 4.370 -1.774 0.940 -0.04 0.04 -0.09 0.104
H 2.437 -0.620 -0.064 0.01 0.06 -0.05 0.077
H 3.067 0.322 1.276 -0.05 0.06 -0.01 0.127
C 2.246 0.780 -5.239 -0.05 0.01 0.02 -0.118
C 1.490 1.396 -4.067 0.03 -0.10 -0.21 -0.262
C 2.412 1.929 -2.967 -0.06 -0.16 -0.11 -0.184
C 3.235 0.864 -2.396 -0.12 0.34 0.11 -0.220
N 3.867 0.044 -1.900 0.20 -0.25 -0.05 0.142
H 2.832 -0.086 -4.924 0.04 0.02 0.02 0.066
H 1.552 0.442 -6.010 0.01 0.01 -0.01 0.067
H 2.926 1.504 -5.693 0.02 -0.01 -0.01 0.071
H 0.813 0.655 -3.639 -0.02 0.07 0.05 0.103
H 0.872 2.220 -4.424 -0.02 0.04 0.11 0.113
H 1.832 2.376 -2.155 -0.08 0.09 0.17 0.077
H 3.077 2.700 -3.359 0.04 0.01 -0.02 0.121
C -3.307 -4.871 3.193 0.04 -0.05 0.02 -0.117
C -1.870 -4.550 2.796 -0.14 -0.07 0.11 -0.265
C -1.755 -3.293 1.927 -0.04 -0.34 0.00 -0.203
C -2.504 -3.459 0.680 0.13 0.25 0.19 -0.242
N -3.110 -3.597 -0.283 -0.12 -0.13 -0.20 0.138
H -3.924 -5.077 2.318 0.00 0.05 -0.02 0.068
H -3.341 -5.752 3.835 -0.01 0.01 0.02 0.066
H -3.757 -4.039 3.738 -0.01 0.01 -0.01 0.076
H -1.445 -5.402 2.261 0.05 0.03 -0.02 0.108
H -1.269 -4.404 3.695 0.06 0.05 -0.04 0.105
H -0.714 -3.090 1.685 0.00 0.14 -0.02 0.089
H -2.140 -2.421 2.456 0.04 0.08 -0.05 0.115
```
Positions in Å, forces in eV/Å.

Kohn-Sham gap in eV: 4.65
Charge: -1
Calculated total energy in eV: -28185.99235
Highest occupied orbital energy in Eh: -0.07649

- Among the records above, which one has the highest calculated total energy?
  C17H31N4O2

- Among the records above, which one has the lowest calculated total energy?
  C17H31F5P2Tc

- What is the formula in the first record?
  C17H31F5P2Tc